Entry 1:
{"formula": "C23H40Cl3N4O3SiYb", "method": "the ωB97M-V functional and the def2-TZVPD basis", "multiplicity": 2, "relative_energy_kcal_mol": 102.4, "homo_lumo_gap_ev": [6.90, 5.67], "e_tot_ha": -4174.03607, "elements": ["C", "C", "H", "H", "H", "C", "C", "H", "H", "H", "H", "Yb", "Cl", "Cl", "C", "O", "N", "C", "C", "H", "H", "H", "H", "H", "H", "H", "H", "H", "C", "C", "N", "H", "C", "O", "H", "H", "H", "H", "O", "C", "C", "C", "H", "C", "H", "C", "H", "C", "C", "H", "H", "H", "Si", "Cl", "C", "C", "C", "H", "H", "H", "H", "H", "H", "H", "H", "H", "N", "C", "C", "C", "N", "H", "H", "H", "H"], "xyz": [[2.103, -2.442, -1.025], [1.873, -1.649, -2.254], [1.488, -3.345, -1.033], [1.801, -1.864, -0.138], [3.168, -2.721, -0.900], [1.981, -2.191, -3.492], [2.123, -3.634, -3.766], [2.067, -1.533, -4.351], [1.520, -4.250, -3.093], [3.169, -3.959, -3.662], [1.812, -3.864, -4.792], [2.023, 2.183, -0.332], [2.713, 4.508, -1.134], [3.807, 1.341, 1.124], [0.692, 3.609, 1.616], [0.465, 2.423, 1.264], [-0.259, 4.534, 1.751], [-1.638, 4.096, 1.628], [0.102, 5.940, 1.758], [1.707, 3.999, 1.779], [-1.796, 3.268, 2.315], [-1.843, 3.713, 0.609], [-2.279, 4.958, 1.838], [0.909, 6.105, 2.479], [-0.766, 6.543, 2.006], [0.476, 6.248, 0.777], [-0.308, -5.501, 2.626], [-1.034, -3.446, 0.717], [-1.403, -5.623, 2.520], [-2.033, -3.974, 0.803], [-2.103, -4.404, 2.161], [-1.833, -5.944, 3.482], [-2.629, -3.588, 3.110], [-3.414, -2.682, 2.839], [-2.819, -3.259, 0.527], [-2.268, -3.867, 4.154], [-1.582, -6.360, 1.723], [-2.003, -4.863, 0.154], [1.063, 0.326, -1.002], [1.840, -0.122, -2.146], [0.424, 0.217, -4.275], [1.413, 0.673, -3.382], [0.012, -0.784, -4.146], [-0.002, 1.064, -5.319], [2.876, 0.200, -1.910], [1.887, 1.979, -3.489], [-0.786, 0.731, -6.004], [0.594, 2.317, -5.496], [1.518, 2.778, -4.566], [2.535, 2.400, -2.705], [0.364, 2.942, -6.361], [1.988, 3.755, -4.631], [-0.704, -0.053, -0.644], [0.429, -2.688, 1.554], [-1.444, -1.210, -1.869], [-1.369, 1.626, -1.210], [-1.219, -0.306, 1.097], [-1.716, -0.689, -2.795], [-2.379, -1.572, -1.421], [-0.833, -2.077, -2.124], [-1.892, -1.158, 1.115], [-1.726, 0.559, 1.528], [-0.338, -0.525, 1.707], [-1.536, 1.467, -2.286], [-0.752, 2.529, -1.076], [-2.338, 1.832, -0.736], [0.116, -0.180, 4.309], [-0.510, -0.328, 5.514], [-0.606, 0.946, 6.068], [-0.013, 1.821, 5.124], [0.424, 1.135, 4.062], [0.362, -0.898, 3.619], [-0.785, -1.297, 5.900], [-1.031, 1.200, 7.016], [0.147, 2.884, 5.193]], "atomic_forces_ev_per_a": [[-0.2, 0.4, 0.7], [0.9, 0.3, -2.1], [0.2, 0.0, 0.2], [0.3, -0.5, -0.3], [-0.4, 0.1, -0.2], [0.1, 1.0, 1.1], [0.1, -0.7, -0.2], [-0.2, -0.1, 0.1], [0.1, 0.1, 0.0], [-0.2, 0.0, 0.0], [0.1, 0.0, 0.2], [0.4, -0.4, 0.8], [-0.4, -0.6, 0.3], [-0.4, 0.3, -0.5], [-0.8, 1.0, 0.2], [0.6, 0.7, -0.4], [0.7, -1.2, -0.1], [-0.3, 0.0, -0.6], [0.6, 0.3, 0.0], [0.0, -0.2, 0.0], [-0.2, 0.1, 0.1], [0.1, 0.3, 0.5], [0.0, -0.4, 0.1], [-0.3, 0.1, 0.0], [0.1, 0.0, 0.2], [-0.1, 0.0, 0.0], [-0.4, 0.1, -0.1], [-1.5, -0.8, -0.5], [0.1, 0.3, 0.3], [0.6, 0.2, -1.3], [-0.3, 0.0, 1.1], [0.3, -0.3, -0.4], [-0.1, -0.4, -0.5], [0.8, -0.1, 0.7], [-0.1, -0.6, 0.2], [-0.7, 0.3, -0.8], [-0.1, 0.1, 0.5], [-0.4, 0.3, 0.0], [-1.2, -0.3, 0.5], [0.2, -0.7, -0.4], [0.1, 0.8, -0.3], [-0.7, -0.2, 0.4], [0.1, 0.5, -0.2], [0.3, -0.4, 0.4], [-0.1, -0.1, 0.1], [-0.3, -0.5, 0.0], [0.3, 0.1, 0.2], [0.1, -0.1, 0.0], [0.2, 0.2, 0.4], [0.2, -0.1, -0.8], [-0.1, -0.2, 0.3], [-0.3, 0.0, -0.2], [0.2, 1.5, -0.3], [1.8, 0.3, 1.4], [-0.1, -0.6, -0.3], [-0.1, 0.0, -0.5], [0.6, 0.4, 0.3], [0.1, -0.1, 0.2], [0.2, 0.0, 0.0], [-0.1, -0.1, 0.1], [0.1, -0.2, 0.3], [0.0, 0.2, -0.3], [-0.5, 0.0, -0.1], [0.0, 0.5, 0.2], [-0.1, -0.2, -0.1], [0.2, -0.1, -0.1], [-0.1, 1.3, 0.6], [0.6, 0.9, -0.5], [0.2, -0.5, -0.5], [0.0, -1.6, -0.3], [-0.3, -0.6, 0.3], [-0.1, 0.2, 0.3], [-0.1, 0.1, -0.1], [-0.1, 0.0, 0.2], [0.0, 0.1, -0.1]], "lowdin_spin": [0.0000, 0.0001, 0.0000, 0.0000, 0.0000, 0.0000, 0.0000, 0.0000, 0.0000, 0.0000, 0.0000, 1.0019, -0.0015, 0.0001, 0.0000, -0.0009, -0.0001, 0.0000, 0.0000, 0.0000, 0.0000, 0.0000, 0.0000, 0.0000, 0.0000, 0.0000, 0.0000, 0.0000, 0.0000, 0.0000, 0.0000, 0.0000, 0.0000, 0.0000, 0.0000, 0.0000, 0.0000, 0.0000, 0.0001, 0.0002, 0.0000, 0.0000, 0.0000, 0.0000, 0.0001, 0.0000, 0.0000, 0.0000, 0.0000, 0.0000, 0.0000, 0.0000, 0.0001, 0.0000, 0.0000, 0.0001, 0.0000, 0.0000, 0.0000, 0.0000, 0.0000, 0.0000, 0.0000, 0.0000, 0.0000, 0.0000, 0.0000, 0.0000, 0.0000, 0.0000, 0.0000, 0.0000, 0.0000, 0.0000, 0.0000]}



Entry 2:
{"formula": "C23H40ClN2ReSSbSi3", "method": "the ωB97M-V functional and the def2-TZVPD basis", "multiplicity": 2, "relative_energy_kcal_mol": 0.0, "homo_lumo_gap_ev": [6.43, 6.48], "e_tot_ha": -3055.34095, "elements": ["Re", "C", "Sb", "C", "C", "C", "C", "C", "C", "N", "Si", "C", "C", "C", "C", "C", "C", "C", "C", "C", "N", "Si", "C", "C", "C", "Si", "C", "C", "C", "H", "H", "H", "H", "H", "H", "H", "H", "H", "H", "H", "H", "H", "H", "H", "H", "H", "H", "H", "H", "H", "H", "H", "H", "H", "H", "H", "H", "H", "H", "H", "H", "H", "H", "H", "H", "H", "H", "S", "Cl", "C", "H", "H"], "xyz": [[-2.009, 0.086, -1.444], [2.750, 0.583, -0.502], [0.728, 1.305, -0.667], [-0.054, -0.304, -1.989], [0.565, -1.652, -1.770], [-0.162, -2.737, -1.271], [0.418, -3.989, -1.213], [1.732, -4.143, -1.627], [2.392, -3.017, -2.094], [1.833, -1.814, -2.180], [0.279, 0.228, -3.796], [2.016, 0.866, -4.112], [-0.058, -1.273, -4.864], [-0.885, 1.604, -4.316], [-0.055, 0.817, 1.413], [-1.450, 0.263, 1.536], [-2.144, 0.434, 2.743], [-3.323, -0.220, 3.015], [-3.838, -1.102, 2.075], [-3.188, -1.185, 0.871], [-2.066, -0.486, 0.570], [0.104, 2.585, 2.194], [1.696, 3.423, 1.639], [-1.332, 3.644, 1.651], [0.201, 2.680, 4.079], [1.046, -0.405, 2.425], [2.746, 0.277, 2.838], [0.278, -0.827, 4.093], [1.239, -2.076, 1.619], [3.106, 0.506, -1.527], [2.859, -0.386, -0.028], [3.330, 1.339, 0.026], [-1.183, -2.607, -0.944], [-0.149, -4.835, -0.843], [2.231, -5.101, -1.597], [3.421, -3.087, -2.433], [2.760, 0.107, -3.873], [2.233, 1.767, -3.532], [2.113, 1.131, -5.168], [0.689, -2.053, -4.710], [-0.049, -0.999, -5.922], [-1.040, -1.696, -4.633], [-0.777, 2.493, -3.693], [-1.939, 1.319, -4.294], [-0.638, 1.874, -5.347], [-1.717, 1.074, 3.494], [-3.822, -0.062, 3.962], [-4.737, -1.674, 2.246], [-3.566, -1.810, 0.074], [1.663, 3.769, 0.605], [2.584, 2.805, 1.768], [1.821, 4.307, 2.270], [-1.339, 3.772, 0.568], [-1.242, 4.631, 2.114], [-2.299, 3.224, 1.934], [1.004, 2.081, 4.508], [-0.720, 2.439, 4.610], [0.426, 3.726, 4.307], [2.707, 1.156, 3.482], [3.360, 0.513, 1.972], [3.258, -0.510, 3.399], [0.024, 0.031, 4.714], [1.023, -1.415, 4.637], [-0.612, -1.449, 3.989], [1.738, -2.075, 0.652], [0.265, -2.551, 1.489], [1.821, -2.705, 2.299], [-2.703, 2.096, -1.338], [-3.362, -2.630, -2.410], [-3.647, -0.833, -2.390], [-4.614, -0.689, -1.911], [-3.741, -0.560, -3.443]], "atomic_forces_ev_per_a": [[0.1, 0.0, 0.0], [0.0, 0.0, 0.0], [0.0, 0.0, 0.0], [0.1, 0.0, 0.0], [0.0, 0.0, 0.0], [0.0, 0.0, 0.0], [0.0, 0.0, 0.0], [0.0, 0.0, 0.0], [0.0, 0.0, 0.0], [0.0, 0.0, 0.0], [0.0, 0.0, 0.0], [0.0, 0.0, 0.0], [0.0, 0.0, 0.0], [0.0, 0.0, 0.0], [0.0, 0.0, 0.0], [0.0, 0.0, 0.0], [0.0, 0.0, 0.0], [0.0, 0.0, 0.0], [0.0, 0.0, 0.0], [0.0, 0.0, 0.0], [-0.1, 0.0, -0.1], [0.0, 0.0, 0.0], [0.0, 0.0, 0.0], [0.0, 0.0, 0.0], [0.0, 0.0, 0.0], [0.0, 0.0, 0.0], [0.0, 0.0, 0.0], [0.0, 0.0, 0.0], [0.0, 0.0, 0.0], [0.0, 0.0, 0.0], [0.0, 0.0, 0.0], [0.0, 0.0, 0.0], [0.0, 0.0, 0.0], [0.0, 0.0, 0.0], [0.0, 0.0, 0.0], [0.0, 0.0, 0.0], [0.0, 0.0, 0.0], [0.0, 0.0, 0.0], [0.0, 0.0, 0.0], [0.0, 0.0, 0.0], [0.0, 0.0, 0.0], [0.0, 0.0, 0.0], [0.0, 0.0, 0.0], [0.0, 0.0, 0.0], [0.0, 0.0, 0.0], [0.0, 0.0, 0.0], [0.0, 0.0, 0.0], [0.0, 0.0, 0.0], [0.0, 0.0, 0.0], [0.0, 0.0, 0.0], [0.0, 0.0, 0.0], [0.0, 0.0, 0.0], [0.0, 0.0, 0.0], [0.0, 0.0, 0.0], [0.0, 0.0, 0.0], [0.0, 0.0, 0.0], [0.0, 0.0, 0.0], [0.0, 0.0, 0.0], [0.0, 0.0, 0.0], [0.0, 0.0, 0.0], [0.0, 0.0, 0.0], [0.0, 0.0, 0.0], [0.0, 0.0, 0.0], [0.0, 0.0, 0.0], [0.0, 0.0, 0.0], [0.0, 0.0, 0.0], [0.0, 0.0, 0.0], [0.0, 0.0, 0.0], [0.0, 0.0, 0.0], [-0.1, -0.1, 0.0], [0.0, 0.0, 0.0], [0.0, 0.0, 0.0]], "lowdin_spin": [0.6568, 0.0028, 0.0166, 0.0345, 0.0042, 0.0037, -0.0001, 0.0025, -0.0006, 0.0022, 0.0145, 0.0028, 0.0019, 0.0060, 0.0054, 0.0197, -0.0049, 0.0242, -0.0040, 0.0207, -0.0074, 0.0021, 0.0010, 0.0070, 0.0001, 0.0026, 0.0010, -0.0004, 0.0002, 0.0000, 0.0000, 0.0008, 0.0009, 0.0000, 0.0002, -0.0001, 0.0000, 0.0000, 0.0007, 0.0001, 0.0002, 0.0006, 0.0006, 0.0038, 0.0001, -0.0007, 0.0015, -0.0008, 0.0003, 0.0006, 0.0000, 0.0000, 0.0054, 0.0002, 0.0009, 0.0000, 0.0000, 0.0001, 0.0000, 0.0000, 0.0001, 0.0000, -0.0001, 0.0000, 0.0000, 0.0001, 0.0000, 0.1642, 0.0032, 0.0014, 0.0009, 0.0000]}